Entry 1:
Density functional theory data (ωB97M-V/def2-TZVPD) for a molecular structure, C36H46N7O7SZn.

Element x y z (Å)
Zn 0.157012 0.221266 -0.423331
C -1.867445 -2.928040 -3.397525
C -2.577122 -2.339371 -2.173775
C -4.096714 -2.394300 -2.351670
C -2.129319 -3.033751 -0.894384
C -2.227549 -4.422014 -0.853020
C -1.679697 -5.160792 0.178159
C -0.988561 -4.502780 1.183734
C -0.888799 -3.118582 1.198773
C -0.076102 -2.435665 2.278684
C 1.406067 -2.394839 1.882233
C -0.243640 -3.076413 3.659285
C -1.507353 -2.371839 0.180996
N -1.394874 -0.955938 0.193842
C -2.479804 -0.232499 -0.046354
C -2.390127 1.100061 -0.495335
N -1.208497 1.673449 -0.723416
C -1.200502 2.910506 -1.436203
C -1.535366 4.121586 -0.817062
C -1.475728 5.289591 -1.579861
C -1.089403 5.285888 -2.908457
C -0.746103 4.082354 -3.499334
C -0.802827 2.889224 -2.786243
C -0.416652 1.602923 -3.499736
C -1.211732 1.393536 -4.791042
C 1.089334 1.557482 -3.766124
C -1.792254 4.308462 0.674814
C -2.898538 3.473792 1.318889
C -0.463161 4.170628 1.430748
H -2.043055 -2.289887 -4.268771
H -2.245892 -3.927304 -3.636737
H -0.790826 -2.990131 -3.221195
H -2.269967 -1.298147 -2.125012
H -4.437810 -3.432057 -2.405825
H -4.390100 -1.895823 -3.279935
H -4.629781 -1.916473 -1.526457
H -2.711818 -4.937615 -1.675261
H -1.748235 -6.242113 0.174138
H -0.511819 -5.078123 1.969998
H -0.431875 -1.412244 2.346709
H 1.758894 -3.392310 1.606552
H 2.020918 -2.028113 2.711539
H 1.582862 -1.739510 1.026199
H 0.320264 -4.010479 3.745834
H -1.292412 -3.292934 3.878454
H 0.130156 -2.395918 4.430273
H -3.464442 -0.680560 0.046252
H -3.306319 1.635642 -0.730527
H -1.723228 6.230353 -1.099889
H -1.049484 6.210922 -3.470914
H -0.431954 4.060550 -4.536837
H -0.653801 0.756047 -2.865468
H -0.943576 2.125875 -5.558286
H -2.286813 1.471622 -4.610419
H -1.004240 0.398099 -5.190863
H 1.381785 2.342261 -4.471560
H 1.370273 0.590109 -4.188770
H 1.656994 1.703926 -2.843736
H -2.115550 5.347207 0.771229
H -2.637631 2.422155 1.416150
H -3.829579 3.551171 0.751235
H -3.086518 3.854747 2.326537
H -0.016887 3.187499 1.260640
H -0.611262 4.286906 2.508337
H 0.246930 4.927200 1.090208
C -1.532443 0.526513 5.791016
N -0.148421 0.439248 5.396820
C 0.913640 0.353624 6.386231
C 2.171646 0.307463 5.513722
N 1.677626 0.899603 4.280036
C 0.322322 0.852140 4.191838
S -0.549031 1.205261 2.825468
H -1.749801 -0.259632 6.514764
H -2.156655 0.392480 4.911381
H -1.763738 1.499042 6.238795
H 0.801354 -0.542040 6.997214
H 0.905304 1.227046 7.048130
H 2.511771 -0.719494 5.360844
H 2.989328 0.887127 5.936344
H 2.211436 0.925875 3.426453
O 6.122489 -3.477885 -2.876348
N 6.321500 -2.335628 -2.505276
O 7.423283 -1.809966 -2.496180
C 5.175199 -1.552716 -2.041172
C 3.885309 -2.076806 -2.163981
C 2.803896 -1.337459 -1.729914
C 2.997158 -0.092752 -0.998079
O 2.070338 0.502379 -0.356723
C 4.332395 0.401278 -1.004910
C 5.406346 -0.314751 -1.515106
N 4.668585 1.706943 -0.425146
O 3.884317 2.257189 0.320084
O 5.752477 2.190676 -0.731356
N 1.524672 -1.858285 -1.968680
O 1.385850 -3.051593 -2.354098
O 0.463258 -1.054644 -1.983434
H 3.707799 -3.039392 -2.617226
H 6.402009 0.092671 -1.462604

Atoms 1-3, force components in eV/Å:
0.3 -0.4 -0.4
0.1 -0.1 0.0
0.0 0.0 0.0

Results
Energy relative to the best compared isomer or geometry (same formula, charge and spin) ... 25.0 kcal/mol
Charge ... -1
Spin multiplicity ... 1
Electronic energy ... -122091.5034 eV

Löwdin atomic charge list, values in e, 4 entries: atom 1 (Zn): 0.73, atom 2 (C): -0.06, atom 3 (C): -0.38, atom 4 (C): -0.07

=====

Entry 2:
Density functional theory data (ωB97M-V/def2-TZVPD) for a molecular structure, C14H21ClORe at a distorted geometry.

Element x y z (Å)
C 0.247767 0.772497 -4.975051
C 1.624102 1.251310 -4.684986
C -0.011902 -0.689042 -5.024616
C -0.894745 1.693140 -4.736403
Cl -0.093930 0.234952 -0.047429
H -0.078778 -1.149313 -6.021151
H -0.967519 -0.916756 -4.527686
H 0.788093 -1.232263 -4.498978
H 2.227722 1.585087 -5.542715
H 2.206762 0.447187 -4.209839
H 1.589382 2.108836 -3.993896
H -1.316673 2.200770 -5.616926
H -0.598252 2.494901 -4.041696
H -1.731519 1.139112 -4.283808
C 1.346044 -1.260040 3.807772
C 0.700930 -2.188480 2.912396
C 1.122009 -1.912478 1.560743
H 0.126810 -3.050209 3.214630
C 2.038994 -0.784721 1.654316
C 2.202115 -0.440396 3.028486
H 2.957645 0.236268 3.404078
H 1.280560 -1.263646 4.896338
H 0.923168 -2.525929 0.686816
H 2.607615 -0.384372 0.832335
C -1.936875 0.872643 3.229082
C -1.796688 -0.321568 3.969428
C -1.888300 -1.418009 3.041828
H -1.685601 -0.391097 5.051450
C -2.179296 -0.903355 1.730723
C -2.174605 0.552033 1.850223
H -2.322555 1.281642 1.071867
H -1.958118 1.863675 3.652925
H -1.831062 -2.467198 3.293909
H -2.488140 -1.481461 0.865694
Re -0.190547 -0.330563 2.133601
O 0.658374 1.890926 2.454012
H 0.040935 2.500591 1.984752
H 1.456090 1.985335 1.877765

Atoms 1-3, force components in eV/Å:
0.0 0.0 0.2
0.4 0.1 0.2
-0.1 -0.4 0.2

Results
Energy relative to the best compared isomer or geometry (same formula, charge and spin) ... 18.0 kcal/mol
Charge ... +2
⟨S²⟩ ... 3.7759
Spin multiplicity ... 4
Electronic energy ... -31538.4375 eV

Löwdin atomic charge list, values in e, 4 entries: atom 1 (C): -0.36, atom 2 (C): -0.10, atom 3 (C): -0.09, atom 4 (C): -0.10